C28H60BO14PtS7 | wB97M-V/def2-TZVPD

For the orbital gap (alpha / beta), the calculation gives 9.483 / 7.644 eV. As for the total energy: -138427.4247 eV. The expectation value of S² is 2.0030. The calculation puts the LUMO energy (alpha / beta) at -1.5 / -3.0 eV. Its multiplicity is 3. As for the net charge: +1.

CARTESIAN COORDINATES (ANGSTROEM)
Pt 7.42 4.96 23.20
S 9.17 6.42 25.87
S 2.96 1.19 25.84
S 4.48 6.13 21.58
S 6.34 2.23 20.87
S 10.81 4.93 22.17
S 10.09 1.65 25.89
S 5.23 6.61 25.67
O 3.31 0.16 24.83
O 2.40 2.48 25.51
O 11.54 5.81 23.05
O 5.92 6.80 26.96
O 10.33 0.63 24.83
O 9.33 4.84 22.27
O 5.73 5.39 21.95
O 7.25 3.20 21.41
O 5.05 2.67 20.35
O 8.70 5.52 24.81
O 4.31 7.51 21.99
O 10.35 3.05 25.62
O 6.05 6.17 24.52
O 8.90 7.86 25.82
C 7.09 -0.12 19.75
C 10.21 0.30 28.31
C 2.79 7.69 25.09
C 8.46 1.27 26.76
C 3.82 5.52 25.94
C 3.83 1.74 28.34
C 2.78 5.78 19.51
C 11.35 5.19 20.42
C 2.45 1.00 28.56
C 11.03 6.30 26.04
C 7.41 1.32 19.63
C 10.18 5.44 28.28
C 2.97 5.17 21.96
C 4.30 8.14 25.20
C 8.78 0.90 28.19
C 6.05 -0.37 20.92
C 12.43 4.15 20.03
C 11.87 2.92 20.70
C 2.61 6.45 26.01
C 6.04 0.79 21.93
C 11.31 6.31 27.54
C 11.14 1.18 27.39
C 2.30 4.72 20.55
C 4.33 5.98 19.71
C 11.54 3.27 22.19
C 4.36 1.40 26.92
C 8.77 5.71 27.65
C 1.93 0.48 27.17
B 6.74 3.09 24.32
H 13.45 4.48 20.23
H 10.27 -0.77 28.12
H 11.08 7.31 27.90
H 7.80 2.13 26.64
H 11.49 6.27 20.29
H 10.62 0.41 29.32
H 1.73 5.88 25.70
H 3.81 4.85 25.08
H 1.22 4.60 20.56
H 10.97 2.68 20.14
H 1.80 1.64 29.16
H 4.01 4.94 26.84
H 2.20 -0.57 27.08
H 11.19 2.13 27.92
H 5.08 -0.58 20.46
H 6.32 2.12 24.51
H 6.30 -1.24 21.52
H 2.69 3.78 20.16
H 2.12 8.51 25.36
H 8.07 0.18 28.59
H 5.24 1.05 22.63
H 12.45 4.04 18.94
H 12.12 0.87 27.03
H 5.05 2.14 26.51
H 0.88 0.61 26.90
H 8.84 1.77 28.85
H 10.97 2.64 22.87
H 12.51 2.07 20.45
H 4.42 8.85 26.02
H 12.54 3.53 22.56
H 4.83 5.05 19.45
H 7.95 -0.78 19.86
H 7.63 2.99 23.71
H 2.49 6.78 27.04
H 8.29 4.75 27.43
H 4.80 0.41 26.78
H 2.51 7.58 24.04
H 6.86 0.63 22.63
H 3.62 2.81 28.34
H 7.96 6.31 28.06
H 4.79 8.49 24.29
H 4.84 6.77 19.15
H 7.39 1.84 18.67
H 11.55 7.00 25.38
H 3.36 4.32 22.52
H 2.55 5.48 18.49
H 11.26 5.28 25.74
H 8.43 1.38 20.01
H 4.45 1.48 29.20
H 6.74 -0.46 18.78
H 7.00 3.63 25.22
H 10.34 4.40 28.02
H 10.43 4.95 19.89
H 12.35 6.06 27.78
H 10.20 5.47 29.37
H 8.07 0.42 26.20
H 6.03 3.65 23.73
H 2.41 5.67 22.75
H 2.48 0.12 29.20
H 2.23 6.71 19.64